Molecular formula: C3H7NO2
Method: DFT, the ωB97M-V functional and the def2-TZVPD basis

Geometry as XYZ:
```
13
Properties=species:S:1:pos:R:3:forces:R:3:lowdin_charge:R:1
N 1.45103 0.50832 1.45360 0.40 -0.30 0.30 0.13
C 0.14381 0.11768 1.15268 1.38 -0.20 0.05 -0.52
O -0.37266 -0.75916 1.80870 -0.46 0.24 -0.34 0.08
C -0.34593 0.55383 -0.20334 -0.45 0.78 -0.90 -0.10
C -0.81369 -0.71852 -0.91772 -0.33 -0.32 0.18 -0.25
O -0.68484 -0.73475 -2.34255 -0.77 0.05 0.58 -0.05
H 1.89548 -0.18140 2.04742 -0.19 0.37 0.37 0.10
H 1.72173 1.45755 1.66985 -0.23 -0.02 -0.46 0.10
H -1.12916 1.31565 -0.15116 -0.46 -0.41 0.30 0.12
H 0.37015 1.10393 -0.84024 0.45 -0.59 0.67 0.12
H -0.39655 -1.61546 -0.49063 1.41 -0.17 -0.06 0.11
H -1.80648 -0.94540 -0.53127 -0.82 0.56 -1.04 0.12
H -0.03289 -0.10228 -2.65533 0.06 0.02 0.35 0.08
```
Forces are in eV/Å.

Results
highest occupied orbital energy	-10.062	eV
2S+1	1
energy above the lowest of the compared OMol25 structures with the same formula, charge and spin	151.2	kJ/mol
SMILES	NC(=O)CCO